Entry from OMol25: C30H30NOP2RhS as an isolated structure (ωB97M-V with the def2-TZVPD basis set).

Geometry (Å):
Rh  -0.889  0.156  -0.753
C  0.936  -1.103  1.834
C  2.025  -0.836  0.790
P  1.303  -0.545  -0.891
C  1.249  -2.192  -1.675
C  0.947  -3.344  -0.954
C  0.821  -4.568  -1.595
C  0.984  -4.655  -2.970
C  1.274  -3.510  -3.700
C  1.405  -2.288  -3.058
C  2.644  0.298  -1.775
C  2.408  1.597  -2.213
C  3.414  2.308  -2.856
C  4.654  1.723  -3.058
C  4.895  0.424  -2.622
C  3.893  -0.289  -1.986
P  -0.522  -0.063  1.394
C  0.091  1.631  1.807
C  -0.631  2.703  1.283
C  -0.172  4.004  1.384
C  1.024  4.260  2.042
C  1.729  3.213  2.615
C  1.264  1.908  2.501
C  -1.786  -0.439  2.647
C  -2.642  0.550  3.123
C  -3.658  0.233  4.013
C  -3.834  -1.076  4.438
C  -2.989  -2.071  3.966
C  -1.975  -1.754  3.074
H  1.267  -0.883  2.850
H  0.635  -2.150  1.827
H  2.785  -1.619  0.763
H  2.532  0.101  1.024
H  0.806  -3.299  0.118
H  0.595  -5.456  -1.018
H  0.885  -5.609  -3.471
H  1.397  -3.566  -4.774
H  1.625  -1.400  -3.638
H  1.431  2.042  -2.067
H  3.217  3.313  -3.207
H  5.437  2.275  -3.562
H  5.863  -0.034  -2.787
H  4.075  -1.308  -1.663
H  -1.583  2.500  0.815
H  -0.739  4.812  0.939
H  1.402  5.272  2.114
H  2.652  3.407  3.146
H  1.848  1.113  2.948
H  -2.509  1.579  2.813
H  -4.312  1.014  4.379
H  -4.625  -1.320  5.134
H  -3.119  -3.095  4.292
H  -1.332  -2.544  2.706
S  -0.967  3.541  -4.069
C  -1.020  2.186  -3.178
N  -1.055  1.216  -2.526
C  -3.788  1.965  -0.752
O  -3.894  0.553  -0.474
C  -2.841  -0.185  -0.652
C  -3.235  -1.631  -0.616
H  -4.432  2.480  -0.046
H  -4.134  2.126  -1.770
H  -2.751  2.284  -0.685
H  -4.239  -1.785  -1.017
H  -3.237  -1.933  0.437
H  -2.501  -2.239  -1.139

## Properties
**Energy relative to the best compared isomer or geometry (same formula, charge and spin)**: 0.0000 eV
**Total energy**: -67555.943 eV
**LUMO energy**: 0.365 eV
**Frontier orbital gap**: 7.4713 eV

Mulliken population analysis, charges in e, atoms 1 to 6: atom 1 (Rh): -0.24, atom 2 (C): -1.43, atom 3 (C): -1.39, atom 4 (P): 1.89, atom 5 (C): 0.31, atom 6 (C): -0.19